16
Properties=species:S:1:pos:R:3:forces:R:3 method="wB97M-V/def2-TZVPD" homo_lumo_gap_ha=0.325 smiles=CNC.CS
S 1.765 4.039 -2.011 0.82 -0.60 -0.38
N -1.163 -2.740 1.035 -1.92 -0.84 -1.72
C -1.263 -2.389 2.425 1.70 0.73 -0.32
C -2.018 -3.788 0.482 -0.75 0.40 1.52
C 2.594 5.650 -2.436 0.11 -1.82 0.12
H -2.185 -4.614 1.198 0.57 -0.15 -0.27
H 3.288 5.568 -3.274 -0.12 -0.14 0.13
H -0.377 -2.690 0.418 0.78 0.69 1.10
H -2.175 -2.758 2.904 0.40 -0.50 -0.21
H 1.768 6.278 -2.729 -0.01 0.50 0.37
H -0.305 -2.718 2.859 -0.68 -0.14 0.94
H 3.111 5.846 -1.511 0.06 1.06 -0.06
H -1.559 -4.143 -0.432 -0.32 -0.20 -0.19
H 2.868 3.197 -1.870 -0.86 0.99 -0.17
H -3.054 -3.437 0.348 0.25 0.11 -0.60
H -1.296 -1.301 2.594 -0.04 -0.10 -0.25